Computed, not measured: an isolated molecule of C16H34O, with ωB97M-V with the def2-TZVPD basis set.

LUMO	0.939	eV
energy above the lowest of the compared OMol25 structures with the same formula, charge and spin	1.0	kcal/mol
Kohn-Sham gap	11.1	eV
HOMO level	-10.19	eV

Last column: natural (NBO) charge in e.
Element x y z (Å)
C (3.455, -4.506, -4.918)  -0.607
C (2.776, -3.249, -5.448)  -0.388
C (2.375, -2.270, -4.344)  -0.387
C (1.259, -2.796, -3.443)  -0.392
C (0.817, -1.753, -2.419)  -0.383
C (-0.285, -2.279, -1.503)  -0.384
C (-0.719, -1.241, -0.471)  -0.391
C (-1.817, -1.776, 0.447)  -0.384
C (-2.177, -0.814, 1.580)  -0.394
C (-2.863, 0.459, 1.089)  -0.400
C (-3.389, 1.337, 2.227)  -0.384
C (-2.317, 1.860, 3.185)  -0.393
C (-1.265, 2.731, 2.501)  -0.393
C (-0.298, 3.349, 3.508)  -0.394
C (0.767, 4.202, 2.819)  -0.421
C (1.795, 4.773, 3.799)  -0.053
O (1.270, 5.766, 4.647)  -0.715
H (4.321, -4.245, -4.314)  0.199
H (2.772, -5.091, -4.307)  0.201
H (3.789, -5.131, -5.743)  0.209
H (1.888, -3.529, -6.020)  0.192
H (3.461, -2.741, -6.131)  0.198
H (3.251, -2.037, -3.734)  0.191
H (2.039, -1.338, -4.807)  0.197
H (1.601, -3.687, -2.913)  0.194
H (0.403, -3.082, -4.059)  0.192
H (1.677, -1.455, -1.814)  0.192
H (0.458, -0.862, -2.941)  0.192
H (0.072, -3.174, -0.987)  0.192
H (-1.149, -2.571, -2.106)  0.193
H (0.146, -0.953, 0.133)  0.191
H (-1.073, -0.350, -0.992)  0.195
H (-1.477, -2.718, 0.884)  0.198
H (-2.710, -1.991, -0.144)  0.193
H (-1.266, -0.558, 2.124)  0.192
H (-2.847, -1.326, 2.275)  0.199
H (-2.174, 1.039, 0.475)  0.196
H (-3.709, 0.179, 0.457)  0.201
H (-4.118, 0.763, 2.805)  0.198
H (-3.914, 2.190, 1.790)  0.198
H (-2.814, 2.451, 3.959)  0.200
H (-1.826, 1.022, 3.683)  0.195
H (-1.763, 3.527, 1.943)  0.196
H (-0.695, 2.131, 1.790)  0.195
H (-0.868, 3.962, 4.212)  0.184
H (0.189, 2.552, 4.077)  0.195
H (0.290, 5.029, 2.290)  0.205
H (1.298, 3.592, 2.085)  0.202
H (2.232, 3.956, 4.392)  0.150
H (2.600, 5.266, 3.248)  0.179
H (0.532, 5.389, 5.139)  0.461